No. 1
{"formula": "C5H4NO3", "method": "wB97M-V/def2-TZVPD", "symbols": ["C", "C", "C", "C", "C", "N", "O", "O", "O", "H", "H", "H", "H"], "xyz": [[2.184, 1.186, 0.090], [1.221, 0.139, -0.239], [4.309, 0.420, -0.868], [5.576, -0.295, -0.028], [-0.977, -0.599, -0.050], [3.375, 0.916, -0.349], [5.819, -1.445, -0.324], [5.903, 0.470, 0.844], [-0.086, 0.499, 0.198], [2.167, 2.221, 0.586], [-0.298, -1.317, -0.593], [-1.873, -0.308, -0.681], [-1.455, -0.898, 0.907]], "e_above_lowest_kcal_mol": 102.0, "homo_energy_ev": -4.24, "charge": -1}

---

No. 2
{"formula": "C20H48ClFO19P4", "method": "wB97M-V/def2-TZVPD", "symbols": ["C", "C", "C", "F", "C", "O", "O", "C", "C", "C", "C", "O", "Cl", "H", "H", "H", "H", "H", "H", "H", "H", "H", "H", "H", "H", "C", "O", "P", "O", "O", "C", "O", "C", "H", "H", "H", "H", "H", "H", "H", "H", "H", "C", "O", "P", "O", "O", "C", "O", "C", "H", "H", "H", "H", "H", "H", "H", "H", "H", "C", "O", "P", "O", "O", "C", "O", "C", "H", "H", "H", "H", "H", "H", "H", "H", "H", "C", "O", "P", "O", "O", "C", "O", "C", "H", "H", "H", "H", "H", "H", "H", "H", "H"], "xyz": [[-8.306, 0.415, 6.566], [-8.494, 1.303, 5.307], [-7.203, 1.932, 4.754], [-7.464, 2.312, 3.434], [-6.090, 0.840, 4.670], [-6.297, -0.087, 3.991], [-4.922, 0.999, 5.358], [-4.614, -0.103, 6.238], [-4.438, 0.453, 7.683], [-3.360, -0.907, 5.814], [-3.537, -1.446, 4.383], [-3.057, -0.878, 3.504], [-4.490, -2.940, 4.112], [-7.572, -0.399, 6.447], [-9.277, -0.071, 6.784], [-8.050, 0.993, 7.476], [-9.275, 2.046, 5.549], [-8.888, 0.651, 4.503], [-6.867, 2.838, 5.286], [-5.473, -0.794, 6.246], [-5.335, 0.267, 8.301], [-3.571, -0.060, 8.140], [-4.285, 1.548, 7.678], [-3.317, -1.793, 6.483], [-2.421, -0.351, 5.961], [-3.020, 0.283, 0.440], [-2.729, 1.610, 0.016], [-1.410, 1.901, -0.983], [-1.980, 1.186, -2.183], [-0.432, 0.919, -0.104], [-0.191, 1.215, 1.271], [-0.039, 2.482, -1.801], [-0.231, 3.705, -2.527], [-4.096, 0.129, 0.351], [-2.495, -0.470, -0.145], [-2.755, 0.174, 1.488], [-0.391, 0.321, 1.864], [-0.823, 2.028, 1.634], [0.857, 1.486, 1.404], [-0.513, 4.510, -1.847], [-1.003, 3.578, -3.289], [0.708, 3.966, -3.010], [-1.018, -1.028, -4.075], [-0.391, -1.587, -5.229], [-0.821, -1.053, -6.762], [-0.265, 0.339, -6.649], [-2.425, -1.081, -6.434], [-3.043, -2.294, -6.017], [-1.177, -0.995, -8.421], [-0.081, -1.311, -9.289], [-0.248, -0.834, -3.331], [-1.552, -0.106, -4.289], [-1.713, -1.758, -3.656], [-3.608, -2.104, -5.103], [-2.314, -3.084, -5.824], [-3.741, -2.628, -6.786], [0.264, -2.331, -9.110], [0.744, -0.612, -9.132], [-0.426, -1.232, -10.318], [2.001, -1.177, -1.345], [2.462, -2.344, -0.673], [3.945, -3.011, -1.090], [4.807, -1.886, -0.582], [3.648, -2.854, -2.693], [2.507, -3.488, -3.272], [5.209, -4.081, -1.463], [5.679, -4.875, -0.365], [1.591, -0.494, -0.603], [2.789, -0.674, -1.905], [1.197, -1.452, -2.025], [1.945, -2.748, -3.846], [1.849, -3.923, -2.516], [2.837, -4.271, -3.956], [4.877, -5.509, 0.016], [6.053, -4.234, 0.437], [6.488, -5.508, -0.723], [5.569, 1.080, -0.522], [6.431, 1.495, 0.534], [7.389, 2.857, 0.347], [6.283, 3.878, 0.320], [7.856, 2.449, -1.168], [8.513, 1.204, -1.395], [8.678, 3.959, 0.431], [9.002, 4.415, 1.750], [4.608, 0.809, -0.086], [5.423, 1.855, -1.274], [5.980, 0.190, -0.994], [8.002, 0.679, -2.204], [8.512, 0.570, -0.507], [9.542, 1.390, -1.706], [9.308, 3.576, 2.378], [8.145, 4.918, 2.202], [9.831, 5.117, 1.675]], "homo_energy_ev": -9.20, "smiles": "CC[C@H](F)C(=O)O[C@H](C)CC(=O)Cl.COP(=O)(OC)OC.COP(=O)(OC)OC.COP(=O)(OC)OC.COP(=O)(OC)OC"}

---

Calculated HOMO-LUMO gap (eV), listed in the same order as above: 7.9067, 7.3339